No. 1
Computed, not measured: a molecular structure, C36H37CsN6O3Se, with wB97M-V/def2-TZVPD.

## Properties
ΔE to the lowest compared entry with this formula, charge and spin, eV: 0.465
Charge: -2
2S+1: 1
Highest occupied orbital energy, eV: -2.376

Element x y z (Å)
1 Cs 0.1730 1.4801 0.9705
2 C 3.6918 -2.8499 1.2407
3 C 3.6611 -1.4377 1.7597
4 C 4.2069 -0.4004 1.0147
5 C 4.1360 0.9154 1.4539
6 C 4.6638 2.0403 0.6031
7 C 3.5196 1.1821 2.6721
8 C 2.9755 0.1627 3.4445
9 C 2.2792 0.4737 4.7417
10 C 3.0540 -1.1433 2.9728
11 H 4.6285 -3.3551 1.4944
12 H 3.5890 -2.8615 0.1546
13 H 2.8706 -3.4309 1.6629
14 H 4.6529 -0.6149 0.0503
15 H 5.7247 1.9044 0.3781
16 H 4.5469 2.9970 1.1122
17 H 4.1220 2.0995 -0.3442
18 H 3.4308 2.2062 3.0249
19 H 1.3466 -0.0900 4.8189
20 H 2.0719 1.5397 4.8339
21 H 2.9043 0.1976 5.5950
22 H 2.5755 -1.9390 3.5349
23 N -5.8817 -0.6313 -4.2283
24 C -4.8127 -0.3150 -3.9434
25 C -3.4729 0.0707 -3.5986
26 C -2.3947 -0.5522 -4.2302
27 C -1.1052 -0.1803 -3.9028
28 C -0.8709 0.8267 -2.9616
29 C -1.9589 1.4510 -2.3551
30 C -3.2564 1.0714 -2.6576
31 C 0.5190 1.2247 -2.6037
32 C 1.4489 0.1951 -2.3902
33 C 2.8712 0.2610 -2.4297
34 C 3.3177 -1.0333 -2.2938
35 C 2.1522 -1.8329 -2.1469
36 N 1.0441 -1.1205 -2.2158
37 C 0.8015 2.5892 -2.4765
38 C 0.0575 3.6952 -2.9979
39 C 0.7484 4.8248 -2.6391
40 C 1.8683 4.3658 -1.8849
41 N 1.9177 3.0530 -1.7923
42 H -2.5748 -1.3257 -4.9648
43 H -0.2627 -0.6681 -4.3697
44 H -1.7793 2.2424 -1.6409
45 H -4.0958 1.5494 -2.1709
46 H 3.4433 1.1624 -2.5708
47 H 4.3405 -1.3800 -2.2929
48 H 2.1034 -2.9003 -1.9659
49 H -0.8445 3.6393 -3.5882
50 H 0.4907 5.8509 -2.8537
51 H 2.6114 4.9813 -1.3924
52 Se 4.3816 4.9263 7.0417
53 C 3.4168 4.3212 5.5976
54 N 2.8058 3.9459 4.6836
55 O 0.2111 -1.3515 1.6448
56 C -0.7557 -1.9209 1.1326
57 C -1.7867 -2.5814 2.0203
58 C -2.1601 -4.0543 1.7221
59 C -1.6246 -4.6365 0.4152
60 C -2.2239 -3.9973 -0.8361
61 C -2.2001 -2.4688 -0.7675
62 N -0.9568 -1.9768 -0.1950
63 H -2.6782 -1.9560 1.9532
64 H -1.3996 -2.4807 3.0330
65 H -3.2514 -4.1447 1.7269
66 H -1.7992 -4.6794 2.5428
67 H -1.8144 -5.7142 0.3979
68 H -0.5381 -4.5165 0.3855
69 H -3.2577 -4.3299 -0.9750
70 H -1.6575 -4.3329 -1.7104
71 H -3.0498 -2.0848 -0.1994
72 H -2.2757 -2.0497 -1.7726
73 H -0.3191 -1.5008 -0.8389
74 O -4.3012 -0.9629 1.0538
75 C -4.1227 0.2431 0.9112
76 C -5.2974 1.1725 0.5939
77 C -4.6486 2.5387 0.5452
78 C -3.1646 2.2124 0.7131
79 O -2.3096 3.0862 0.5870
80 N -2.9304 0.9047 0.9840
81 H -6.0671 1.0504 1.3559
82 H -5.7322 0.8579 -0.3573
83 H -4.9478 3.1969 1.3625
84 H -4.7948 3.0931 -0.3826

Force components x, y, z for each atom (eV/Å):
0.44 0.08 -0.03
-0.02 -0.03 -0.02
-0.01 -0.02 0.05
0.03 -0.02 -0.04
-0.03 0.08 -0.01
0.03 0.03 -0.03
-0.06 0.22 0.01
-0.06 -0.12 -0.04
0.01 0.00 0.06
-0.04 0.03 0.03
0.01 0.02 0.01
0.01 0.00 0.00
0.00 0.00 0.00
0.00 0.00 0.00
0.00 -0.02 0.00
0.01 0.00 0.02
-0.02 0.00 0.01
0.05 -0.02 0.02
-0.01 0.00 0.00
0.01 -0.01 -0.02
0.00 -0.02 0.00
0.01 -0.01 0.00
0.01 0.03 -0.02
-0.09 -0.07 0.03
-0.03 0.03 -0.04
0.08 0.06 0.04
-0.05 0.00 0.00
0.02 0.02 -0.08
0.03 0.00 -0.01
0.09 -0.02 -0.05
-0.10 -0.06 0.03
0.06 0.09 -0.10
0.03 -0.01 -0.02
0.02 0.05 -0.04
-0.06 -0.02 0.07
-0.14 -0.08 0.02
0.02 0.00 0.07
-0.02 0.00 -0.04
-0.03 0.01 0.00
0.06 0.01 0.00
-0.01 -0.03 0.00
-0.02 0.00 0.00
0.02 0.00 0.00
-0.07 0.00 0.12
-0.01 -0.01 0.01
0.01 0.00 0.01
0.01 0.00 0.00
0.04 0.00 -0.03
0.00 -0.01 0.00
0.00 0.00 0.00
0.00 0.00 0.01
-0.18 -0.12 -0.25
0.20 0.17 0.30
-0.02 0.00 -0.02
0.10 -0.01 -0.23
0.13 -0.19 0.24
-0.09 -0.06 0.05
-0.06 0.02 0.02
0.01 -0.02 -0.03
0.05 -0.03 -0.06
0.02 -0.06 -0.07
-0.32 0.30 -0.12
-0.02 0.01 -0.02
0.03 -0.04 -0.03
0.01 -0.01 -0.01
0.01 0.01 0.00
-0.01 0.00 0.00
0.00 0.01 0.02
-0.01 0.01 0.02
-0.01 -0.03 0.00
0.11 -0.09 -0.02
0.00 0.01 0.02
0.26 -0.22 0.17
-0.09 0.08 0.11
0.10 -0.06 0.07
-0.03 0.01 -0.06
-0.07 0.02 0.03
-0.08 0.05 0.00
0.24 0.14 0.03
-0.54 -0.05 -0.18
0.01 0.01 0.01
-0.01 -0.01 0.01
0.00 0.00 0.00
0.00 -0.01 -0.01

Now the Löwdin charges, all in e: Cs 1.04; C -0.05; C -0.27; C -0.02; C -0.27; C -0.04; C -0.04; C -0.28; C -0.05; C -0.03; H 0.07; H 0.05; H 0.07; H 0.10; H 0.08; H 0.08; H 0.05; H 0.08; H 0.07; H 0.05; H 0.08; H 0.12; N 0.13; C -0.19; C -0.24; C -0.03; C -0.01; C -0.15; C -0.01; C 0.00; C -0.09; C -0.29; C -0.04; C -0.12; C -0.19; N 0.04; C -0.33; C -0.06; C -0.10; C -0.19; N 0.06; H 0.11; H 0.12; H 0.09; H 0.11; H 0.09; H 0.08; H 0.09; H 0.10; H 0.08; H 0.09; Se 0.17; C -1.02; N -0.02; O -0.13; C -0.52; C -0.09; C -0.17; C -0.22; C -0.18; C -0.16; N 0.10; H 0.09; H 0.11; H 0.11; H 0.10; H 0.10; H 0.11; H 0.11; H 0.10; H 0.09; H 0.11; H 0.09; O -0.02; C -0.51; C -0.11; C -0.11; C -0.61; O -0.13; N 0.11; H 0.11; H 0.11; H 0.11; H 0.11

***

No. 2
Computed, not measured: a single C9H15N3O2S molecule, with wB97M-V/def2-TZVPD.

## Properties
SMILES string: CC[C@@]1(N2CC[NH2+]CC2)SC([O-])=NC1=O
ΔE to the lowest compared entry with this formula, charge and spin, eV: 3.719
2S+1: 1
Highest occupied orbital energy, eV: -7.857

Element x y z (Å)
1 C 1.0960 1.0551 -3.3021
2 C 1.0146 0.1583 -2.0435
3 C 0.1595 0.5628 -0.8295
4 N -0.0797 -0.5420 0.1167
5 C -1.1745 -0.1775 0.9995
6 C -1.4101 -1.1483 2.0814
7 N -0.1513 -1.5933 2.7582
8 C 0.8252 -2.0651 1.7103
9 C 1.0973 -0.9283 0.7773
10 S 0.8420 1.9961 0.0566
11 C -0.6579 3.1259 -0.4557
12 O -0.5259 4.2745 -0.1813
13 N -1.5838 2.4974 -1.1194
14 C -1.3760 1.2224 -1.3608
15 O -2.0916 0.4853 -1.9637
16 H 0.4169 1.8983 -3.1699
17 H 0.7111 0.3730 -4.0408
18 H 2.0813 1.4001 -3.6103
19 H 2.0151 0.1224 -1.5980
20 H 0.5334 -0.7459 -2.4677
21 H -2.1260 -0.0133 0.4712
22 H -0.9612 0.8114 1.3794
23 H -2.1671 -0.8103 2.9261
24 H -1.9259 -2.1356 1.6808
25 H 0.2389 -0.8170 3.1767
26 H -0.3301 -2.3478 3.3831
27 H 0.3835 -2.9259 1.2209
28 H 1.7433 -2.3539 2.1657
29 H 1.6688 -0.1121 1.2190
30 H 1.7342 -1.2665 0.0199

Force components x, y, z for each atom (eV/Å):
-0.86 0.06 0.85
-0.17 -0.08 0.42
-1.72 2.17 -0.52
-1.99 0.40 -1.43
-0.03 0.98 -0.35
-3.59 -2.62 1.49
-0.58 -1.49 -2.62
0.01 0.23 -0.10
-0.11 -0.33 0.33
-0.28 0.33 -0.51
1.50 0.20 0.27
0.00 1.04 0.56
-0.61 -0.09 0.00
2.42 -0.82 0.44
-1.03 -1.68 -0.85
0.11 0.14 -0.39
-0.14 0.46 -0.91
0.02 -0.04 0.37
0.10 -1.04 -0.52
0.90 -0.23 1.01
0.38 -0.54 -0.15
0.18 0.55 0.77
1.70 -0.26 -1.77
1.27 1.82 0.61
1.17 2.06 1.70
-0.21 -0.37 0.96
-0.19 0.02 -0.15
0.58 -0.33 0.75
-0.12 0.36 0.78
1.26 -0.90 -1.06

Now the Löwdin charges, all in e: C -0.08; C -0.24; C -0.59; N -0.14; C -0.21; C -0.11; N 0.08; C -0.08; C -0.24; S 0.93; C -0.75; O 0.00; N 0.13; C -0.55; O 0.06; H 0.07; H 0.06; H 0.07; H 0.09; H 0.12; H 0.14; H 0.10; H 0.17; H 0.17; H 0.15; H 0.17; H 0.14; H 0.13; H 0.10; H 0.11

***

No. 3
Computed, not measured: a molecular structure, C21H38O21, with wB97M-V/def2-TZVPD.

## Properties
ΔE to the lowest compared entry with this formula, charge and spin, eV: 20.179
2S+1: 1
Highest occupied orbital energy, eV: -7.469

Element x y z (Å)
1 C -0.0209 -0.2868 0.8821
2 C 0.1466 -0.2119 -0.6585
3 O -0.0766 -1.5043 -1.0499
4 C 0.0086 -2.3681 -0.0653
5 O 0.0090 -3.5835 -0.1900
6 O 0.0619 -1.6500 1.0993
7 H -1.0051 0.0290 1.2281
8 H 0.7473 0.3318 1.3461
9 H 1.1416 0.1724 -0.8830
10 H -0.5519 0.4337 -1.1908
11 C 2.5903 -3.5851 -3.3116
12 C 2.0500 -3.0589 -1.9737
13 O 2.0837 -1.6857 -2.1246
14 C 2.6346 -1.3448 -3.2271
15 O 2.7373 -0.1645 -3.5980
16 O 3.1797 -2.4263 -3.9163
17 H 1.8486 -4.0866 -3.9333
18 H 3.2946 -4.3996 -3.1427
19 H 2.5049 -3.4056 -1.0458
20 H 0.9906 -3.3055 -1.9035
21 C -3.5379 0.7503 -0.1081
22 O -2.7028 -0.3618 0.0243
23 C -3.0479 -1.3885 0.8893
24 O -3.9652 -1.3936 1.7524
25 O -2.3184 -2.4497 0.4565
26 C -2.5073 -3.7246 1.0172
27 H -4.3181 0.6404 -0.8613
28 H -2.9721 1.6541 -0.3340
29 H -4.1427 1.0951 0.7307
30 H -2.1474 -4.4108 0.2506
31 H -3.5643 -3.8752 1.2367
32 H -1.9546 -3.7728 1.9555
33 C -2.3879 2.9404 -2.6930
34 O -2.4584 1.5441 -2.9411
35 C -1.3045 0.8685 -3.1214
36 O -0.2022 1.3593 -3.0353
37 O -1.5711 -0.4406 -3.3048
38 C -0.5042 -1.3748 -3.6098
39 H -2.4127 3.0211 -1.6063
40 H -3.2338 3.3993 -3.2049
41 H -1.5373 3.5120 -3.0645
42 H -0.2527 -1.8733 -2.6737
43 H 0.3840 -0.8294 -3.9287
44 H -0.8940 -2.0639 -4.3590
45 C 5.2774 3.5848 0.2774
46 O 4.1601 2.7086 0.2089
47 C 3.8063 2.0027 -0.8925
48 O 4.5081 1.9731 -1.9490
49 O 2.5725 1.3635 -0.6370
50 C 2.0593 0.5979 -1.7442
51 H 4.8350 4.5788 0.3423
52 H 6.0009 3.3856 -0.5132
53 H 5.7022 3.4383 1.2705
54 H 1.7546 -0.3646 -1.3332
55 H 2.5746 0.3762 -2.6788
56 H 1.1257 0.9260 -2.2012
57 C 0.0983 -0.4165 7.2178
58 O 0.0672 -1.3610 6.1742
59 C -0.6210 -1.1290 5.0863
60 O -1.1686 -0.0347 4.7872
61 O -0.5110 -2.2857 4.4020
62 C -0.7498 -2.2932 2.9704
63 H -0.6165 -0.6551 8.0053
64 H -0.1236 0.5851 6.8496
65 H 1.1287 -0.3265 7.5616
66 H -1.6084 -1.7049 2.6469
67 H -0.7302 -3.3364 2.6549
68 H 0.0472 -1.7643 2.4477
69 C 0.6978 2.5660 -1.2538
70 O 0.3094 2.4969 0.1486
71 C -1.0106 2.5811 0.5397
72 O -1.9877 2.6163 -0.2224
73 O -1.0320 2.7500 1.9236
74 C -2.2353 3.0788 2.5933
75 H 1.7018 2.9901 -1.2389
76 H 0.1027 3.2586 -1.8491
77 H 0.7758 1.6055 -1.7631
78 H -2.4972 4.1276 2.4532
79 H -2.1215 2.8283 3.6480
80 H -3.1134 2.5266 2.2583

Force components x, y, z for each atom (eV/Å):
-0.95 2.18 -1.42
-4.66 2.04 4.95
-0.13 -2.11 -0.22
-0.46 -0.75 0.75
0.20 2.19 0.90
2.39 -1.79 -5.74
0.29 0.20 0.22
0.16 -0.60 0.36
-4.24 -0.66 3.14
-0.17 -0.43 0.92
0.59 -1.19 0.84
-1.42 -2.55 -0.86
0.59 -1.51 -0.10
2.58 0.99 -3.83
1.70 -7.71 -7.98
-1.23 1.20 0.93
-0.37 0.78 -0.25
0.65 0.49 -0.08
0.45 0.29 -0.26
0.47 -0.36 -0.01
-2.77 1.13 -0.33
-0.41 -1.89 1.59
-3.28 0.01 0.21
3.68 0.12 -3.02
-0.91 1.93 0.08
-0.93 -0.61 0.47
0.20 -0.75 -0.43
-1.11 -2.27 -0.22
0.34 -0.86 0.93
-0.06 -0.05 0.40
-0.03 -0.08 -0.11
-0.62 -0.65 -0.73
-0.81 1.37 -0.32
1.35 -1.55 -1.13
-1.05 -0.30 -0.03
-2.33 -0.66 -3.56
-0.30 0.79 -0.09
-0.12 0.42 -0.01
-0.45 0.91 -1.76
-0.27 -0.29 0.15
0.43 -0.79 -0.24
-0.45 -0.14 -1.24
-0.27 0.04 -0.48
0.10 0.27 -0.07
-0.29 -0.07 0.35
-1.72 -1.60 -0.50
1.69 -0.08 -2.33
-3.05 -0.13 3.86
3.48 0.59 -0.20
4.09 1.21 1.43
0.42 0.22 -0.70
-0.19 0.34 0.00
0.25 -0.33 -0.16
4.63 1.08 -1.91
1.17 3.87 3.84
3.22 -3.13 -1.76
0.16 1.40 -0.08
0.46 -0.37 1.27
-1.08 1.93 -1.81
1.41 -3.53 0.39
-1.23 0.84 0.08
0.79 1.03 2.86
0.22 -0.23 0.00
-0.34 -0.08 -0.19
-0.13 -0.54 0.30
-0.45 -0.54 0.78
0.35 0.56 0.51
-0.19 -1.21 3.94
-0.93 3.95 0.90
-2.55 0.21 1.29
1.20 1.45 0.09
4.90 1.94 4.18
0.71 -0.74 -2.67
-1.21 -0.03 0.00
-0.68 0.41 0.07
-0.48 -0.04 0.64
-1.98 4.86 3.58
0.34 0.14 0.10
0.37 0.15 -0.17
0.24 -0.32 -0.32

Now the Löwdin charges, all in e: C -0.06; C -0.13; O 0.03; C -0.50; O 0.12; O -0.05; H 0.12; H 0.15; H -0.02; H 0.14; C -0.08; C -0.08; O 0.03; C -0.42; O 0.22; O 0.11; H 0.13; H 0.13; H 0.16; H 0.11; C -0.07; O -0.02; C -0.46; O 0.11; O -0.05; C -0.04; H 0.11; H 0.00; H 0.10; H 0.10; H 0.11; H 0.06; C -0.04; O 0.03; C -0.51; O 0.04; O 0.04; C 0.02; H 0.04; H 0.10; H 0.10; H 0.07; H 0.10; H 0.11; C -0.03; O -0.02; C -0.43; O 0.08; O 0.00; C -0.16; H 0.10; H 0.10; H 0.09; H 0.10; H -0.11; H 0.05; C -0.05; O 0.00; C -0.55; O 0.07; O 0.02; C -0.01; H 0.10; H 0.09; H 0.09; H 0.10; H 0.10; H 0.05; C -0.02; O 0.03; C -0.39; O 0.01; O 0.00; C -0.04; H 0.12; H 0.11; H -0.03; H 0.10; H 0.10; H 0.08

***

Taking the records one at a time from the top gives HOMO-LUMO gap values of 5.76 6.92 7.86 eV.